1.
9
Properties=species:S:1:pos:R:3 method="wB97M-V/def2-TZVPD" e_tot_ev=-16126.3706 charge=-1 e_lumo_ev="3.74 / 3.66" e_homo_ev="-1.0 / -4.6" multiplicity=2 s_squared=0.76
O 2.041 0.080 0.704
C 1.430 -0.433 -0.288
O 0.772 0.387 -1.069
O 0.855 -1.560 -0.003
C -1.055 0.681 -0.304
O -1.526 -0.087 0.610
Sn -0.225 -1.186 1.577
H -0.809 1.698 0.061
H -1.484 0.419 -1.289

---

2.
8
Properties=species:S:1:pos:R:3 method="wB97M-V/def2-TZVPD" e_tot_ev=-42351.2121 charge=0 e_lumo_ev=-1.52 e_homo_ev=-8.6 smiles="S=CP1#[PH]C1=S"
S 2.588 1.075 -2.105
C 1.572 0.876 -0.840
P -0.174 0.469 -1.141
P -0.653 -0.866 0.580
C -1.274 0.797 0.296
S -2.183 1.915 1.065
H 2.140 0.980 0.049
H -1.861 -1.532 -0.120

---

3.
5
Properties=species:S:1:pos:R:3 method="wB97M-V/def2-TZVPD" e_tot_ev=-12934.6041 charge=0 e_lumo_ev="-0.69 / -0.69" e_homo_ev="-9.2 / -9.2" smiles=C#S#C
C 0.645 1.302 0.814
S -0.818 1.648 0.259
C -0.994 -0.092 0.091
H 0.585 0.076 0.906
H -0.939 -0.303 -0.897